{"formula": "C9H9NS", "method": "the ωB97M-V functional and the def2-TZVPD basis", "homo_ev": -8.01, "total_charge": 0, "relative_energy_kcal_mol": 125.7, "energy_ev": -21798.50955, "molar_mass_g_mol": 163.245, "smiles": "C#Cc1cccs1.CC#CN", "elements": ["C", "C", "C", "C", "C", "C", "C", "C", "C", "N", "S", "H", "H", "H", "H", "H", "H", "H", "H", "H"], "positions_angstrom": [[1.05981, -1.14132, 0.86849], [-2.25552, -0.96530, -1.22538], [-1.05730, -0.13345, -1.32185], [-2.94723, -0.70395, -0.09472], [-0.86673, 0.68895, -0.26489], [1.78249, -0.27709, 0.43973], [-0.07155, 1.76705, 0.17380], [2.99476, 0.43620, -0.09474], [0.59025, 2.78089, 0.37195], [0.06897, -1.75514, 1.53397], [-2.35873, 0.67021, 0.73263], [-2.38832, -1.72356, -2.05243], [-0.25508, -0.06107, -2.02495], [-3.87047, -1.28411, 0.10625], [3.38417, -0.16175, -0.88849], [2.64211, 1.25458, -0.63311], [3.51470, 0.51098, 0.81885], [0.90277, 3.69120, 0.78622], [-0.20941, -2.41985, 0.84132], [-0.65967, -1.17346, 1.92736]]}

---

{"formula": "CAlF3O3S", "method": "the ωB97M-V functional and the def2-TZVPD basis", "homo_ev": -21.61, "total_charge": 2, "relative_energy_kcal_mol": 0.0, "energy_ev": -32737.53607, "molar_mass_g_mol": 176.051, "elements": ["Al", "C", "F", "F", "F", "S", "O", "O", "O"], "positions_angstrom": [[-2.85342, -0.67706, -0.74611], [1.26495, -0.03069, -0.15885], [1.33022, -0.80692, -1.27545], [1.88288, -0.65269, 0.84265], [1.81343, 1.17569, -0.39755], [-0.55944, 0.22135, 0.35022], [-0.44658, 0.90939, 1.61232], [-1.28744, 0.95358, -0.69275], [-1.14463, -1.09261, 0.46552]]}

---

{"formula": "CBiO3", "method": "the ωB97M-V functional and the def2-TZVPD basis", "homo_ev": [-28.20, -28.31], "total_charge": 3, "relative_energy_kcal_mol": 44.7, "energy_ev": -12969.67119, "molar_mass_g_mol": 268.988, "elements": ["O", "Bi", "C", "O", "O"], "positions_angstrom": [[0.26005, -0.02903, 0.47858], [2.20597, 0.41511, -0.00179], [-0.97924, 0.03872, 0.29045], [-1.96225, 0.54955, -0.25190], [-1.10962, -1.02139, -0.44676]]}

---

{"formula": "CBr2F2", "method": "the ωB97M-V functional and the def2-TZVPD basis", "homo_ev": -10.66, "total_charge": 0, "relative_energy_kcal_mol": 0.0, "energy_ev": -146556.22075, "molar_mass_g_mol": 209.815, "elements": ["C", "F", "F", "Br", "Br"], "positions_angstrom": [[0.19284, -0.03003, -0.02587], [-0.45254, -0.05081, 1.24074], [-0.84422, -0.10026, -0.90997], [1.17822, 1.63039, -0.38365], [1.51008, -1.33333, -0.10610]]}

---

{"formula": "CBr2N4", "method": "the ωB97M-V functional and the def2-TZVPD basis", "homo_ev": [-10.91, -10.99], "total_charge": 0, "relative_energy_kcal_mol": 54.8, "energy_ev": -147076.91759, "molar_mass_g_mol": 227.847, "elements": ["C", "N", "N", "N", "N", "Br", "Br"], "positions_angstrom": [[-0.46711, 0.45563, -0.05661], [0.48281, 0.08250, -0.99284], [0.11794, 0.43137, 1.17103], [1.52815, -0.15409, -0.32432], [1.31584, 0.06803, 0.96541], [-2.02236, 1.33741, -0.43262], [-0.95526, -2.22086, -0.33006]]}

---

{"formula": "CBr2O", "method": "the ωB97M-V functional and the def2-TZVPD basis", "homo_ev": [-10.47, -9.18], "total_charge": 0, "relative_energy_kcal_mol": 60.0, "energy_ev": -143166.51866, "molar_mass_g_mol": 187.818, "elements": ["C", "O", "Br", "Br"], "positions_angstrom": [[0.58135, -0.20992, 0.01561], [1.38082, -1.07961, 0.00791], [-2.63071, -0.23406, -0.00731], [0.66854, 1.52358, -0.01620]]}

---

{"formula": "CBr2O2", "method": "the ωB97M-V functional and the def2-TZVPD basis", "homo_ev": [-8.95, -9.78], "total_charge": 0, "relative_energy_kcal_mol": 77.7, "energy_ev": -145212.00055, "molar_mass_g_mol": 203.817, "elements": ["C", "O", "O", "Br", "Br"], "positions_angstrom": [[-0.42264, -0.48430, -0.07878], [-1.55427, -0.23371, 0.10052], [1.39699, 1.26161, -0.10240], [0.62606, -1.97583, 0.00879], [2.78694, 0.29290, 0.00625]]}

---

{"formula": "CBr2S", "method": "the ωB97M-V functional and the def2-TZVPD basis", "homo_ev": [-9.48, -9.28], "total_charge": 0, "relative_energy_kcal_mol": 116.1, "energy_ev": -151951.01592, "molar_mass_g_mol": 203.886, "elements": ["C", "S", "Br", "Br"], "positions_angstrom": [[0.42866, -0.04420, -0.14429], [-2.32151, 0.69308, 0.76687], [2.05940, 0.81231, 0.27929], [0.23232, -1.83236, 0.26964]]}

---

{"formula": "CBrCl2FS", "method": "the ωB97M-V functional and the def2-TZVPD basis", "homo_ev": [-9.41, -9.14], "total_charge": 0, "relative_energy_kcal_mol": 16.3, "energy_ev": -109674.19493, "molar_mass_g_mol": 213.886, "elements": ["C", "F", "S", "Cl", "Cl", "Br"], "positions_angstrom": [[-0.14670, 0.84684, -0.08160], [-0.19498, 0.68328, -1.41519], [0.63497, -1.86841, 1.19038], [1.16765, 1.85028, 0.36909], [-1.63891, 1.33261, 0.62272], [0.17797, -2.84460, -0.68540]]}

---

{"formula": "CBrClFI", "method": "the ωB97M-V functional and the def2-TZVPD basis", "homo_ev": [-8.80, -9.46], "total_charge": 0, "relative_energy_kcal_mol": 62.6, "energy_ev": -94416.55355, "molar_mass_g_mol": 273.270, "elements": ["C", "F", "Cl", "Br", "I"], "positions_angstrom": [[0.31251, 0.09054, -0.00997], [0.79864, -0.74352, 0.90034], [-2.86144, 0.02473, -1.58436], [1.60418, 1.35716, -0.58252], [-1.56457, 0.85378, 0.44737]]}

---

{"formula": "CBrClFNO2", "method": "the ωB97M-V functional and the def2-TZVPD basis", "homo_ev": [-10.13, -8.71], "total_charge": 0, "relative_energy_kcal_mol": 52.7, "energy_ev": -91898.64616, "molar_mass_g_mol": 192.371, "elements": ["C", "N", "O", "O", "F", "Cl", "Br"], "positions_angstrom": [[-0.24303, 0.05718, 1.60583], [0.83292, -0.03799, -2.21482], [0.75134, 0.37686, -1.11740], [0.26907, 0.08446, -3.24723], [0.32307, -1.09649, 1.28408], [-0.12446, 0.44614, 3.21420], [-1.80890, 0.16985, 0.47534]]}

---

{"formula": "CBrClFO2S", "method": "the ωB97M-V functional and the def2-TZVPD basis", "homo_ev": [-4.13, -4.13], "total_charge": -1, "relative_energy_kcal_mol": 32.6, "energy_ev": -101249.13723, "molar_mass_g_mol": 210.431, "elements": ["C", "O", "O", "F", "S", "Cl", "Br"], "positions_angstrom": [[1.82522, -0.16171, 1.02265], [-1.60405, -1.15755, -2.10151], [-1.99527, 0.93740, -0.84476], [2.43508, 0.72757, 0.30294], [-1.78497, -0.51751, -0.76439], [0.48360, -0.77172, -0.07261], [0.64038, 0.94353, 2.45768]]}

---

Please write out number 12 again, unchanged.
{"formula": "CBrClFO2S", "method": "the ωB97M-V functional and the def2-TZVPD basis", "homo_ev": [-4.13, -4.13], "total_charge": -1, "relative_energy_kcal_mol": 32.6, "energy_ev": -101249.13723, "molar_mass_g_mol": 210.431, "elements": ["C", "O", "O", "F", "S", "Cl", "Br"], "positions_angstrom": [[1.82522, -0.16171, 1.02265], [-1.60405, -1.15755, -2.10151], [-1.99527, 0.93740, -0.84476], [2.43508, 0.72757, 0.30294], [-1.78497, -0.51751, -0.76439], [0.48360, -0.77172, -0.07261], [0.64038, 0.94353, 2.45768]]}